C43H118N2O17 | wB97M-V/def2-TZVPD

Cartesian coordinates (Å):
C: -1.491292 -7.351454 -1.958098
C: -2.631052 -6.309234 -2.227358
C: -2.690772 -6.047064 -3.767848
C: -3.420722 -7.085874 -4.560808
C: -4.827662 -7.332354 -3.973598
C: -4.779562 -7.755664 -2.467178
N: -3.965142 -6.783594 -1.763238
O: -3.917772 -6.866934 -0.334508
C: -6.275872 -7.723554 -2.031818
C: -4.189152 -9.191684 -2.227118
C: -2.249452 -4.947284 -1.616808
H: -1.476802 -7.695954 -0.924068
H: -0.567692 -6.781074 -2.056688
H: -1.396662 -8.256144 -2.558668
H: -3.080962 -5.044214 -3.941498
H: -1.650702 -6.097224 -4.090068
H: -2.948662 -8.064544 -4.474378
H: -3.554912 -6.737914 -5.585028
H: -5.152442 -8.196604 -4.552988
H: -5.526502 -6.520834 -4.176488
H: -6.676422 -6.720624 -2.179498
H: -6.868942 -8.430344 -2.612168
H: -6.458592 -7.957024 -0.982918
H: -4.803962 -9.874804 -2.813178
H: -3.173432 -9.345284 -2.591558
H: -4.264562 -9.540674 -1.197258
H: -2.468262 -4.810484 -0.557788
H: -2.863192 -4.135744 -2.007728
H: -1.186532 -4.736764 -1.735008
H: -4.501302 -6.161694 -0.045128
C: 0.550478 1.413626 2.904942
C: 0.244318 1.492146 1.380232
C: 1.657238 1.742246 0.739662
C: 1.646808 1.654186 -0.789788
C: 1.171378 0.201906 -1.139768
C: -0.247662 -0.117114 -0.617968
N: -0.360582 0.310206 0.837692
O: -1.610112 -0.109584 1.386582
C: -1.357372 0.451626 -1.588768
C: -0.300782 -1.641894 -0.745408
C: -0.605862 2.731316 1.058732
H: 1.156848 2.262536 3.220802
H: 1.066258 0.507896 3.223872
H: -0.318902 1.415016 3.562422
H: 2.003628 2.763276 0.899732
H: 2.463538 1.134386 1.150132
H: 2.643228 1.814566 -1.201528
H: 1.020418 2.381826 -1.305808
H: 1.872728 -0.486954 -0.668928
H: 1.278438 0.016956 -2.208618
H: -1.370242 1.541206 -1.616348
H: -1.193572 0.255216 -2.648338
H: -2.290662 -0.076624 -1.393778
H: -1.204542 -2.089834 -0.332288
H: -0.436842 -1.970644 -1.775698
H: 0.461028 -2.231324 -0.235198
H: -0.730932 2.921136 -0.007308
H: -0.410832 3.666016 1.584472
H: -1.648702 2.496436 1.271842
H: -2.214562 0.558226 1.054532
C: 4.710388 4.164726 1.892882
C: 6.092818 3.663656 2.316622
O: 6.430098 2.563336 1.479302
H: 3.870808 3.554986 2.226692
H: 4.649378 4.305336 0.813722
H: 4.575358 5.170646 2.290362
H: 5.972968 3.322036 3.344752
H: 6.852948 4.444796 2.306032
H: 7.041518 2.087596 2.046252
C: 3.453098 3.149646 5.527922
C: 4.001318 1.761296 5.112802
O: 3.179438 0.727086 5.660892
H: 4.105258 3.953796 5.187152
H: 3.430508 3.164666 6.617582
H: 2.435398 3.329116 5.181242
H: 4.991948 1.625236 5.546672
H: 4.192098 1.744096 4.039772
H: 3.687708 0.261576 6.329142
C: -4.454492 3.338976 1.634392
C: -4.367932 2.378676 0.477422
O: -4.364532 1.133956 1.038722
H: -5.297152 3.183346 2.308042
H: -4.615342 4.320816 1.189182
H: -3.533972 3.323146 2.217912
H: -3.481442 2.416096 -0.155708
H: -5.309782 2.344406 -0.070148
H: -4.594692 0.514676 0.342212
C: -2.414272 3.297236 5.451392
C: -1.560292 4.001506 6.468222
O: -0.216042 3.769836 6.112972
H: -2.276192 2.217976 5.516482
H: -2.243592 3.695206 4.451102
H: -3.473602 3.500746 5.607912
H: -1.616342 3.561536 7.463902
H: -1.797472 5.064286 6.419892
H: -0.019932 2.831136 6.157462
C: 2.508998 5.351986 -0.119788
C: 1.251638 6.021166 -0.626058
O: 1.626708 7.025176 -1.589088
H: 2.271478 4.808606 0.794782
H: 3.177118 6.179656 0.118302
H: 3.043008 4.731376 -0.839358
H: 0.754498 6.528476 0.200732
H: 0.558838 5.348496 -1.131668
H: 1.738198 7.840756 -1.095128
C: 0.154928 2.402316 -4.662078
C: 0.315698 3.749446 -3.991448
O: -0.119582 4.747796 -4.857188
H: -0.913412 2.189536 -4.700678
H: 0.606928 1.670326 -3.992748
H: 0.650148 2.350056 -5.631678
H: 1.327108 4.035446 -3.702748
H: -0.314162 3.810856 -3.103978
H: 0.145928 5.606396 -4.519678
C: -3.507762 -0.554094 -4.471378
C: -2.740612 -1.852384 -4.280128
O: -1.567532 -2.003964 -5.092618
H: -3.771172 -0.347444 -5.508688
H: -2.914182 0.313386 -4.182848
H: -4.433322 -0.575354 -3.896058
H: -3.431472 -2.666304 -4.499978
H: -2.435882 -1.885944 -3.234128
H: -1.045692 -2.733814 -4.751148
C: 3.956908 -1.672944 2.644842
C: 4.785708 -0.686054 1.763752
O: 6.046368 -1.273624 1.440532
H: 4.365138 -1.583634 3.651552
H: 3.963448 -2.728674 2.373742
H: 2.911608 -1.379644 2.741912
H: 4.849598 0.315656 2.188722
H: 4.180058 -0.718264 0.858072
H: 5.957688 -1.232154 0.485532
C: 0.962758 6.598506 3.597332
C: 0.550018 7.034646 5.010362
O: 1.334148 6.230946 5.802052
H: 0.590148 5.581906 3.471712
H: 2.043218 6.531676 3.469892
H: 0.508788 7.250156 2.850772
H: -0.523352 6.892626 5.136062
H: 0.766928 8.087586 5.190272
H: 0.915638 5.368096 5.758032
C: 1.917738 -0.485414 -5.964988
C: 3.203048 -1.091544 -6.540388
O: 4.354598 -0.455844 -6.022298
H: 1.830078 0.600426 -6.001698
H: 1.726138 -0.658254 -4.905968
H: 1.058958 -0.982654 -6.415918
H: 3.044998 -0.958014 -7.610578
H: 3.248728 -2.150574 -6.286488
H: 5.133918 -0.809034 -6.457628
C: 2.809798 -2.802584 -2.635328
O: 2.424798 -4.150764 -2.506498
H: 2.076768 -2.118234 -3.062448
H: 3.133788 -2.281984 -1.734158
H: 3.601748 -2.762614 -3.383218
H: 2.897058 -4.458134 -1.729268
C: -0.036272 0.135606 6.625892
O: 0.690998 1.327116 6.438162
H: -0.238942 -0.302394 5.648562
H: 0.485628 -0.571484 7.270682
H: -0.998102 0.349976 7.091762
H: 1.570568 1.053906 6.167402
C: -1.250442 -2.640144 3.287832
O: -0.005482 -2.179224 2.736902
H: -1.127482 -3.558894 3.861302
H: -1.660842 -1.848394 3.914572
H: -1.925042 -2.833404 2.453772
H: -0.253342 -1.372534 2.279292
C: 4.628468 1.409146 -3.408278
O: 4.469288 0.017986 -3.400238
H: 4.901708 1.642186 -2.379138
H: 5.404098 1.723556 -4.106608
H: 3.695378 1.943546 -3.586738
H: 4.377568 -0.313864 -4.296368
C: -4.575542 -1.676314 0.152752
O: -4.804042 -0.780014 -0.862688
H: -5.501752 -2.079844 0.561882
H: -3.976102 -2.482074 -0.270948
H: -4.040642 -1.250314 1.001582
H: -5.304162 -1.250114 -1.533878

Cartesian forces (eV/Å) of the 6 atoms listed first:
0.17 0.06 1.11
0.31 0.45 -1.75
0.64 -0.34 0.44
-1.47 -0.01 0.81
1.30 -0.79 -0.42
-1.59 -0.27 -0.84

total charge: +1
E_LUMO (spin up / spin down): -2.91 / -6.98 eV
calculated total energy: -84275.7835 eV
largest force on an atom: 3.48 eV/Å
spin multiplicity: 2
expectation value of S²: 0.754